{
  "formula": "C36H34N2O7S2V",
  "method": "the ωB97M-V functional and the def2-TZVPD basis",
  "symbols": ["V", "O", "N", "N", "O", "C", "C", "C", "C", "C", "C", "H", "H", "H", "H", "H", "O", "S", "C", "C", "C", "C", "S", "O", "C", "C", "C", "C", "C", "C", "C", "C", "C", "C", "C", "C", "H", "H", "H", "H", "H", "H", "H", "H", "H", "H", "H", "H", "H", "H", "H", "H", "H", "H", "O", "C", "C", "O", "O", "C", "C", "C", "C", "C", "C", "C", "C", "C", "C", "C", "C", "H", "H", "H", "H", "H", "H", "H", "H", "H", "H", "H"],
  "coordinates": [[0.024227, 0.727956, -0.423246], [-1.413708, 1.725096, 0.428322], [-2.078583, 1.110442, 1.344637], [-1.635945, -0.042406, 1.580282], [-0.577162, -0.505396, 0.927225], [-2.178474, -0.835054, 2.655678], [-3.266193, -0.363412, 3.379098], [-3.768461, -1.152364, 4.398637], [-3.195436, -2.385981, 4.683577], [-2.114062, -2.836176, 3.943839], [-1.595064, -2.061619, 2.916662], [-3.707766, 0.594199, 3.145098], [-4.615824, -0.801670, 4.971817], [-3.596722, -2.996134, 5.481235], [-1.668912, -3.797552, 4.160851], [-0.753971, -2.398002, 2.329049], [1.510282, 1.226559, 1.032207], [1.108921, 2.185866, 2.152667], [1.484006, 3.847622, 1.542750], [2.948412, 4.188201, 1.303862], [3.668565, 3.410397, 0.199202], [3.207479, 3.750279, -1.223935], [2.271771, 2.506584, -2.136782], [1.000661, 2.296421, -1.329610], [3.330462, 1.084465, -1.879455], [2.787018, -0.147979, -1.555405], [3.604906, -1.258911, -1.420653], [4.969659, -1.137503, -1.627175], [5.510779, 0.091324, -1.981728], [4.695813, 1.203447, -2.115425], [2.361995, 1.984600, 3.391302], [3.446916, 1.157110, 3.157192], [4.406117, 1.022952, 4.151969], [4.270381, 1.709754, 5.350551], [3.168268, 2.527098, 5.572554], [2.198538, 2.662337, 4.592463], [1.047049, 4.514183, 2.290664], [0.868328, 3.919332, 0.642485], [3.499152, 4.056723, 2.236946], [2.994993, 5.257423, 1.079342], [3.596598, 2.337947, 0.374793], [4.728224, 3.659003, 0.268990], [4.044655, 3.975371, -1.887209], [2.555168, 4.626437, -1.264325], [1.718175, -0.293300, -1.464044], [3.167423, -2.216737, -1.173977], [5.610905, -2.002898, -1.529146], [6.573284, 0.186245, -2.160449], [5.133620, 2.149929, -2.404651], [3.526259, 0.622907, 2.219318], [5.259201, 0.377561, 3.990344], [5.021127, 1.600599, 6.121657], [3.058670, 3.049837, 6.513027], [1.325194, 3.281050, 4.766495], [-2.843393, -0.651050, -1.029023], [-2.643569, -1.156037, -2.345154], [-1.376104, -0.464617, -2.912013], [-1.043742, -0.556655, -4.059068], [-0.670398, 0.208582, -2.017086], [-3.882743, -0.900161, -3.210022], [-3.855211, -0.951559, -4.603885], [-5.014037, -0.757108, -5.341815], [-6.221630, -0.510112, -4.708623], [-6.258742, -0.450927, -3.324987], [-5.100213, -0.641735, -2.585339], [-2.262341, -2.647660, -2.269875], [-1.648195, -3.130032, -1.114758], [-1.260740, -4.460978, -1.024612], [-1.471269, -5.322129, -2.090119], [-2.070564, -4.842664, -3.246019], [-2.461649, -3.515391, -3.337581], [-3.475815, -1.239726, -0.600516], [-2.922715, -1.125487, -5.116964], [-4.965873, -0.797540, -6.422353], [-7.123451, -0.360114, -5.287479], [-7.190428, -0.248504, -2.812812], [-5.164337, -0.558817, -1.509294], [-1.465345, -2.460526, -0.285443], [-0.794876, -4.823727, -0.116438], [-1.173708, -6.360460, -2.021266], [-2.240928, -5.506645, -4.083459], [-2.934902, -3.162384, -4.243569]],
  "forces_ev_per_angstrom": [[0.26, 0.45, 0.27], [0.06, 0.03, 0.09], [-0.06, 0.05, -0.05], [0.19, 0.05, 0.17], [-0.20, 0.00, 0.00], [-0.10, -0.08, -0.15], [0.00, 0.03, -0.04], [0.00, -0.01, 0.00], [-0.01, 0.00, 0.00], [0.00, -0.02, 0.01], [0.03, -0.01, -0.02], [0.01, -0.01, 0.00], [0.00, 0.00, 0.00], [0.00, 0.00, 0.00], [0.00, 0.00, 0.00], [-0.01, 0.00, 0.01], [-0.17, -0.06, -0.09], [-0.05, 0.00, 0.06], [0.04, 0.00, -0.02], [-0.01, -0.03, -0.03], [-0.02, 0.04, 0.01], [0.00, 0.01, 0.00], [-0.02, 0.00, -0.07], [-0.05, -0.14, 0.04], [0.00, -0.02, 0.00], [-0.02, 0.06, 0.01], [0.02, 0.00, -0.01], [0.02, 0.00, 0.00], [0.01, -0.02, 0.00], [0.00, 0.01, 0.01], [0.03, 0.01, -0.04], [0.02, 0.00, 0.00], [0.00, 0.01, 0.02], [-0.01, -0.01, -0.02], [0.02, -0.01, 0.00], [-0.01, 0.01, 0.00], [0.00, -0.02, 0.00], [0.00, 0.00, -0.01], [0.01, -0.01, 0.01], [-0.01, 0.01, -0.01], [-0.03, -0.01, 0.01], [0.01, -0.02, 0.00], [0.00, 0.02, 0.01], [-0.03, -0.02, 0.01], [-0.03, -0.07, -0.17], [0.00, 0.00, 0.00], [0.00, 0.00, 0.00], [0.00, 0.00, 0.00], [0.00, -0.01, 0.00], [0.00, 0.00, 0.01], [0.00, 0.00, 0.00], [0.00, 0.00, 0.00], [0.00, 0.00, 0.00], [0.01, -0.01, 0.00], [0.03, -0.06, -0.09], [0.11, -0.12, 0.04], [-0.19, 0.33, 0.18], [0.09, -0.12, -0.08], [0.08, -0.34, -0.09], [0.00, 0.04, -0.03], [-0.03, 0.05, 0.01], [0.03, -0.01, 0.00], [-0.01, 0.00, 0.03], [0.01, -0.01, -0.01], [-0.01, 0.01, -0.01], [-0.02, 0.00, 0.04], [0.00, -0.02, -0.07], [-0.01, 0.04, 0.00], [0.00, -0.01, 0.00], [0.01, 0.00, 0.00], [-0.05, -0.01, -0.01], [0.00, -0.01, 0.01], [0.02, 0.02, -0.01], [0.00, 0.00, 0.00], [0.00, 0.00, 0.00], [0.00, 0.00, 0.00], [0.00, 0.00, -0.01], [0.00, 0.01, 0.02], [0.00, 0.00, -0.01], [0.00, 0.01, 0.00], [0.00, 0.00, 0.00], [0.03, -0.05, 0.05]],
  "e_homo_ev": [-10.732, -10.735],
  "multiplicity": 3,
  "de_lowest_ev": 1.616,
  "homo_lumo_gap_ev": [7.996, 8.053],
  "total_energy_ev": -102547.9605,
  "s2": 2.011,
  "charge": 1
}